No. 1
ORCA calculation (ωB97M-V/def2-TZVPD) on C26H22GeN4STi as an isolated structure.

Last column: natural (NBO) charge in e.
CARTESIAN COORDINATES (ANGSTROEM)
H (2.283506, 1.622684, 2.774942)  0.216
H (-3.514152, -3.113486, -3.636433)  0.210
S (2.919606, -3.264460, 1.869057)  -0.272
H (2.966369, -2.439838, 5.320082)  0.408
C (-1.173613, 1.056257, 3.359220)  -0.230
H (-1.549156, 1.957928, 3.826153)  0.213
H (2.965723, -0.488929, -2.173738)  0.200
H (0.188660, 3.828466, -4.892860)  0.211
C (0.284719, 3.194197, -4.018694)  -0.241
C (1.265603, -1.335062, -1.077016)  -0.949
C (1.763318, 2.360392, -2.174529)  -0.256
C (-0.780119, -0.012583, 4.147231)  -0.218
C (-1.062092, 1.591351, -2.656940)  -0.103
H (2.787385, 2.515595, -1.827170)  0.220
H (-1.748424, 2.616696, -4.330140)  0.210
C (-2.148469, -1.325097, -1.105420)  -0.338
C (0.688636, 2.468818, -1.060261)  -0.240
H (-0.842245, 0.057861, 5.223691)  0.214
C (-0.326224, -1.182045, 3.555175)  -0.188
Ge (-0.421079, -0.457646, -0.600966)  1.541
C (-0.233285, -1.260565, 2.174672)  -0.253
C (-0.902855, 2.444285, -3.675808)  -0.267
H (-3.110025, -0.924860, 0.759665)  0.214
H (-1.430496, 1.789169, 1.365569)  0.204
C (-3.202980, -1.403248, -0.206016)  -0.226
C (-0.605298, -0.185423, 1.374163)  -0.433
C (2.359681, 0.901732, 1.963675)  0.149
C (-1.096061, 0.963638, 1.978937)  -0.176
H (0.077876, 3.371681, -1.084433)  0.225
H (-2.026591, 1.116501, -2.526199)  0.206
C (-4.357699, -2.091475, -0.532299)  -0.217
H (2.246569, 3.836805, -3.718739)  0.209
C (1.453195, 3.193044, -3.366441)  -0.153
H (1.271419, 0.550345, -3.392586)  0.231
H (0.090374, -2.188546, 1.681558)  0.224
C (-2.278925, -1.935765, -2.345135)  -0.236
C (2.114981, -0.136990, -1.546679)  -0.126
C (2.846209, -2.262140, 3.287999)  0.307
N (2.959530, -2.936085, 4.447886)  -0.787
N (2.698016, -0.958336, 3.346220)  -0.413
N (2.736715, 0.318155, -0.281079)  -0.710
H (0.948161, 2.874446, 1.090047)  0.224
H (-0.051099, -2.029632, 4.169909)  0.215
C (2.134551, 1.236278, 0.560373)  0.082
C (-4.471956, -2.706268, -1.766807)  -0.211
C (-3.430907, -2.624462, -2.677195)  -0.202
C (1.260442, 2.238664, 0.275419)  -0.179
H (-5.367648, -3.254874, -2.016556)  0.211
C (-0.010693, 1.211377, -1.683437)  -0.464
H (-5.164440, -2.162433, 0.183341)  0.211
H (3.097883, -3.931268, 4.423016)  0.410
Ti (2.482820, -1.363443, 0.464433)  1.503
H (-1.455535, -1.871915, -3.044129)  0.215
N (2.535059, -0.365180, 2.151689)  -0.393
C (1.335061, 0.895691, -2.356417)  -0.199

Forces on atoms 1 to 3 (eV/Å):
0.013 -0.131 0.025
-0.009 -0.017 -0.112
0.076 -0.401 -0.066

Computed properties:
HOMO-LUMO gap (alpha / beta) (Eh): 0.251 / 0.251
Spin multiplicity: 1

***

No. 2
ORCA calculation (ωB97M-V/def2-TZVPD) on a 2-piece molecular cluster, H3N4O2 overall.

Last column: natural (NBO) charge in e.
CARTESIAN COORDINATES (ANGSTROEM)
N (-1.485893, 0.836375, -0.028537)  0.546
H (-0.312656, -1.326503, -0.335370)  0.328
H (2.119650, 0.503295, -0.250993)  0.288
H (2.317993, -1.043855, -0.350199)  0.280
O (-2.217827, 1.763696, 0.373728)  -0.430
N (-0.919865, 0.003798, 0.924534)  -0.176
O (-1.290276, 0.567807, -1.258648)  -0.483
N (2.054855, -0.348673, 0.308125)  -1.119
N (-0.265981, -0.955938, 0.617361)  -0.235

Forces on atoms 1 to 3 (eV/Å):
-1.068 0.267 -3.655
0.068 0.876 -0.550
-0.289 0.170 -0.075

Computed properties:
Charge: -1
Energy relative to the best compared isomer or geometry (same formula, charge and spin) (eV): 2.128
HOMO-LUMO gap (alpha / beta) (Eh): 0.228 / 0.226
Spin multiplicity: 1

***

No. 3
ORCA calculation (ωB97M-V/def2-TZVPD) on C3HIN2O as an isolated structure.

Last column: natural (NBO) charge in e.
CARTESIAN COORDINATES (ANGSTROEM)
I (-2.310396, -1.478561, -0.294610)  0.062
N (0.820763, -1.455725, 0.191077)  -0.536
C (-1.370265, 0.630218, -0.244198)  0.465
C (1.125255, -0.310289, 0.176065)  0.258
H (-0.193188, -1.799724, 0.059186)  0.361
N (2.228301, 1.935225, 0.270739)  -0.244
O (-2.011675, 1.575918, -0.376115)  -0.442
C (1.711205, 0.902936, 0.217854)  0.076

Forces on atoms 1 to 3 (eV/Å):
-1.492 -0.898 -0.194
-1.088 -2.844 -0.025
-1.769 2.479 -0.366

Computed properties:
Energy relative to the best compared isomer or geometry (same formula, charge and spin) (eV): 0.000
Expectation value of S²: 2.021
HOMO-LUMO gap (alpha / beta) (Eh): 0.257 / 0.277
Spin multiplicity: 3

***

No. 4
ORCA calculation (ωB97M-V/def2-TZVPD) on a 2-piece molecular cluster, C8H12N2OS overall.

Last column: natural (NBO) charge in e.
CARTESIAN COORDINATES (ANGSTROEM)
H (3.323379, -2.812593, -0.068264)  0.221
H (2.693116, 2.774238, -0.084401)  0.222
C (3.184880, 0.708462, -0.033806)  0.045
C (-4.013541, -0.260424, 0.502051)  -0.444
H (-3.532387, 0.646110, 0.679622)  0.177
C (0.934443, 1.370752, 0.130156)  -0.100
H (2.256324, -3.792186, -0.848080)  0.180
H (-4.784950, -0.110560, -0.131649)  0.202
H (0.271804, 3.289479, 0.358091)  0.224
H (-1.022833, 1.992052, 0.693227)  0.227
C (-0.140822, 2.326134, 0.078084)  -0.631
N (-3.043300, -1.165591, -0.135525)  -0.637
H (-4.507803, -0.731980, 1.408815)  0.206
N (2.931114, -0.622114, 0.042396)  -0.497
H (-1.178364, -1.753329, -0.959965)  0.144
O (1.339639, -2.261336, 0.024428)  -0.518
C (0.660439, 0.060845, 0.225392)  -0.061
C (1.677101, -0.957497, 0.203134)  0.456
H (2.169350, -3.994995, 0.932169)  0.191
S (-1.663408, -0.532680, -0.664177)  0.521
H (-0.656683, 2.397008, -0.977016)  0.230
H (4.158220, 0.986518, -0.224196)  0.183
C (2.360514, -3.308294, 0.022869)  -0.254
C (2.301427, 1.742261, 0.095757)  -0.286

Forces on atoms 1 to 3 (eV/Å):
0.234 -0.255 0.813
-0.722 -0.916 0.399
-0.929 -0.582 0.782

Computed properties:
Energy relative to the best compared isomer or geometry (same formula, charge and spin) (eV): 6.334
HOMO-LUMO gap (alpha / beta) (Eh): 0.298 / 0.284
Spin multiplicity: 1

***

No. 5
ORCA calculation (ωB97M-V/def2-TZVPD) on a 5-piece molecular cluster, C16H48N5O7 overall.

Last column: Löwdin charge in e.
CARTESIAN COORDINATES (ANGSTROEM)
H (1.639143, 5.810023, 1.792643)  0.171
H (2.459453, 3.055597, 1.137746)  0.096
H (-3.572598, 1.831976, 7.586114)  0.153
H (2.934163, -9.051935, -0.130967)  0.096
C (-2.392595, 0.573234, 8.668981)  -0.238
C (3.323338, 4.872389, -0.996939)  -0.217
O (-1.935851, 1.735264, -0.851471)  -0.086
C (4.277865, 6.561893, -2.201901)  -0.114
H (-0.465466, -9.121910, -1.499802)  0.127
H (-4.102238, -0.851946, 8.740244)  0.090
H (-3.546096, -7.392863, -0.346933)  0.082
H (2.135865, -9.319070, -1.679724)  0.096
O (0.962371, -8.379812, -0.220950)  -0.198
H (3.012738, 4.033093, 2.427182)  0.087
O (-2.222067, -0.188550, -0.050692)  -0.067
O (-2.066687, 1.444910, 1.235097)  -0.104
H (1.857173, -10.321593, -0.218342)  0.097
H (-1.990160, 0.451879, -6.722286)  0.170
H (-0.048005, -6.516378, -1.034545)  0.153
H (-1.434408, -6.465036, -1.946484)  0.172
C (1.984493, -9.308693, -0.600331)  -0.076
H (3.903899, 5.795110, 0.901576)  0.161
H (-1.316055, 1.409903, -5.668493)  0.169
O (3.110937, 5.972590, -1.790487)  -0.151
O (-0.218481, 0.362757, 7.773949)  -0.185
H (4.282896, 4.368777, -1.114062)  0.144
H (-2.030536, 2.299674, 7.378880)  0.159
C (-0.156432, 2.998045, -7.966594)  -0.190
H (-0.900686, -0.783579, 9.360230)  0.144
H (-2.997207, -8.972622, 0.266414)  0.096
H (-0.117323, 3.705949, -8.794500)  0.148
H (-1.943717, 1.837215, -8.565310)  0.159
H (1.704274, 0.089780, 7.216864)  0.095
H (-1.367213, -5.609506, -0.657680)  0.175
C (1.005013, -0.301337, 7.955892)  -0.110
H (2.596532, 4.143423, -1.355349)  0.145
H (-4.465133, 0.733111, 9.339354)  0.085
H (4.203094, 3.388580, 1.276298)  0.098
H (4.834188, 5.869592, -2.833826)  0.099
H (2.378509, 2.853085, -9.332144)  0.098
H (2.900701, 1.840431, -8.025703)  0.094
H (-2.754152, 4.102530, -7.882740)  0.108
C (3.204700, 3.814268, 1.376769)  -0.027
H (-3.439406, 2.686637, -6.918021)  0.092
C (-1.533662, 2.329276, -7.683356)  -0.256
C (2.145886, 2.575907, -8.303963)  -0.055
H (-1.512291, -1.210464, 7.725195)  0.143
H (3.941615, 7.366145, -2.856281)  0.106
N (1.778210, 5.643298, 0.806257)  0.235
H (-1.993315, 1.330581, 9.343604)  0.151
C (-3.677335, -0.019200, 9.300673)  -0.020
H (-0.357620, 0.854326, -6.765694)  0.147
C (-1.364471, -7.704623, -0.163144)  -0.257
H (-1.109032, -7.357847, 0.838159)  0.158
O (0.814045, 2.011597, -8.212537)  -0.204
H (0.172778, 3.551849, -7.087383)  0.128
C (3.154682, 5.106110, 0.511624)  -0.276
H (1.609786, 6.480267, 0.266608)  0.167
H (-2.525515, 1.117235, 6.465648)  0.168
H (5.000684, 6.950487, -1.484526)  0.103
H (-0.572750, -9.878385, -0.026241)  0.145
C (-0.356958, -8.893171, -0.439616)  -0.167
C (-1.245647, -0.397816, 8.400915)  -0.184
H (1.473423, -0.029643, 8.901872)  0.097
C (-2.573700, 3.300267, -7.167265)  -0.037
H (1.088525, 4.997978, 0.448488)  0.174
H (1.074626, -1.388669, 7.924877)  0.100
C (-2.826567, -8.200171, -0.483462)  -0.020
N (-1.303768, 1.189668, -6.654115)  0.243
H (-3.065416, -8.532774, -1.493622)  0.094
N (-1.057638, -6.503936, -1.010202)  0.227
H (-3.597819, -0.480941, 10.284843)  0.103
H (-2.353725, 3.777328, -6.212211)  0.094
N (-2.639952, 1.494409, 7.395559)  0.249
H (2.286507, 3.465180, -7.689524)  0.090
N (-2.102417, 0.998841, 0.090870)  -0.742

Forces on atoms 1 to 3 (eV/Å):
-0.173 0.101 0.326
-0.004 0.072 -0.567
-0.570 0.273 -0.697

Computed properties:
Charge: +3
Energy relative to the best compared isomer or geometry (same formula, charge and spin) (eV): 3.779
HOMO-LUMO gap (Eh): 0.225
Spin multiplicity: 1

***

No. 6
ORCA calculation (ωB97M-V/def2-TZVPD) on C5H6N5O2 as an isolated structure.

Last column: natural (NBO) charge in e.
CARTESIAN COORDINATES (ANGSTROEM)
H (0.422122, -1.896795, 0.700298)  0.243
C (1.801483, 1.828584, 0.836501)  -0.729
O (2.380136, -0.625495, -0.819752)  -0.664
O (-0.068448, 2.517836, -0.569640)  -0.581
C (0.634660, 1.638232, -0.153559)  0.679
N (-3.655485, -0.542205, -0.693236)  -0.146
N (-2.475179, 0.073932, 0.999908)  -0.409
C (0.530138, -2.054548, -0.361145)  -0.704
N (-3.651511, -0.352431, 0.649906)  -0.143
H (1.212004, -2.966022, -0.673540)  0.223
H (2.689069, 1.092706, 0.654224)  0.261
N (0.415536, 0.352709, -0.478088)  -0.561
C (1.158400, -0.762350, -0.630760)  0.646
N (-2.529596, -0.231561, -1.267438)  -0.378
H (2.111726, 2.866416, 1.020665)  0.222
H (1.361248, 1.292596, 1.868592)  0.218
H (-0.472297, -2.338952, -0.926160)  0.253
C (-1.864004, 0.107347, -0.156779)  0.569

Forces on atoms 1 to 3 (eV/Å):
-0.618 -1.095 0.621
0.045 -2.784 2.378
-0.592 -0.822 -0.182

Computed properties:
Charge: -1
Energy relative to the best compared isomer or geometry (same formula, charge and spin) (eV): 4.466
HOMO-LUMO gap (Eh): 0.317
Spin multiplicity: 1

***

no.,largest force on an atom (eV/Å),DFT total energy (eV)
1,5.01,-123740.83794
2,4.93,-10098.28621
3,3.07,-16250.51781
4,4.19,-24348.01936
5,3.69,-39122.42490
6,5.52,-16824.28604